No. 1
98
Properties=species:S:1:pos:R:3:forces:R:3 method="wB97M-V/def2-TZVPD" total_charge=0 homo_energy_ev="-6.966 / -5.847" spin_multiplicity=2 e_tot_ha=-4209.17561 s2=1.09
H -0.552228 6.156500 -0.026310 -0.010 -0.009 0.024
H -0.469971 -4.469902 -1.817582 -0.010 0.021 -0.007
H -2.530061 -1.265500 -3.855526 0.010 -0.027 0.011
C -4.071638 3.310930 -1.958923 -0.029 0.048 0.004
H -4.031337 0.321967 -0.228000 -0.047 0.157 -0.041
H -3.919301 4.373255 -1.756414 0.007 -0.025 0.007
H -4.858307 -2.106815 0.735860 0.030 0.007 -0.010
C -0.499894 4.014425 -0.048462 0.387 -0.035 -0.030
H -2.500240 4.708513 0.128862 0.017 -0.017 -0.061
N -0.151435 -1.271436 -1.553427 0.211 0.306 0.124
C -4.775117 2.949195 0.421273 -0.070 -0.016 0.044
H -3.592600 0.645997 -1.895027 -0.018 0.064 0.036
C 3.212639 -0.584372 -4.107761 0.029 -0.045 -0.031
C -3.873531 -2.609105 3.246655 -0.045 -0.033 0.059
H -1.031374 -2.854321 -5.165508 -0.001 -0.010 0.031
H 5.702175 0.374602 -1.207235 -0.007 0.005 0.021
N -1.642782 1.511392 -0.270454 -0.344 0.168 0.055
C -3.767736 -2.106310 0.813287 0.040 -0.052 -0.053
H 1.075783 -2.225426 -4.510110 -0.025 -0.021 0.021
H -5.819217 2.832679 0.123480 0.016 0.007 0.002
H -3.460238 -3.611916 3.111377 -0.013 0.035 -0.020
C 4.266706 2.805905 1.553902 -0.729 -0.527 -0.090
C 1.982736 -0.796835 -3.288380 0.114 0.192 -0.033
H 6.325842 2.419518 1.075734 0.076 -0.042 -0.033
H -3.449712 0.501541 1.821272 -0.020 -0.031 0.010
H -3.663127 -2.282807 4.268267 0.009 0.004 -0.033
C -2.404602 2.592461 -0.294011 0.179 -0.303 -0.077
H 6.312702 1.703760 3.216704 0.017 -0.004 -0.012
O 4.458127 3.888071 2.044228 0.153 0.200 0.103
H -4.958049 -2.684092 3.144453 0.023 0.004 0.015
C 3.863608 -0.722342 -0.748599 -0.329 -1.407 1.058
C -3.907739 -0.230363 2.486443 -0.010 0.043 0.030
N -0.331536 1.650982 -0.136831 0.127 -0.837 0.189
H -1.457155 -2.766323 3.982261 0.025 -0.003 -0.079
C -1.263404 -2.816438 -2.992243 0.085 0.067 -0.017
H 4.072232 -1.018919 -3.593638 -0.007 -0.007 0.011
N 5.182529 0.610439 0.845079 -0.331 0.237 -0.114
H 3.113064 -1.062404 -5.081540 -0.003 0.000 0.019
C 5.246178 -0.200461 -0.391370 0.021 0.573 -0.438
S 2.589600 -1.026751 1.975476 -0.318 -0.386 0.460
C 0.337312 -2.038582 3.149760 0.616 0.071 -0.126
H 5.210476 2.356155 -0.291047 0.006 0.056 0.003
H -3.698403 0.074449 3.515681 0.001 -0.023 -0.028
H 4.055249 0.085269 3.679105 -0.034 0.050 -0.095
H -4.622742 2.387684 1.344889 0.000 0.001 -0.049
H -2.709539 -1.464745 -2.108381 0.026 -0.065 -0.058
H -0.152529 -4.144741 -4.324688 -0.023 0.014 0.017
H -4.613647 4.007826 0.636486 0.020 -0.027 -0.011
H -5.093191 3.184355 -2.323075 0.014 0.004 0.015
N 0.846709 -0.413129 -1.188257 -0.255 -0.071 -0.066
H 3.413330 0.479322 -4.246105 -0.031 0.002 0.011
H -3.414644 -2.662947 -3.218116 0.013 0.023 0.005
H 0.970121 5.471969 -0.625651 -0.024 -0.005 -0.021
H 6.500430 0.116026 3.951464 -0.021 0.022 0.120
C 0.245523 2.835468 -0.249783 0.183 0.716 -0.108
C 0.890707 -1.206000 2.124326 -0.313 -0.177 0.022
H -3.386759 3.014400 -2.756125 -0.012 -0.012 0.022
N 0.036790 -0.610287 1.264689 0.065 0.368 -0.313
V 2.747216 0.716599 0.475596 0.604 -0.605 -0.102
C -1.364210 -3.843611 -1.860238 0.019 -0.035 0.058
C 5.344561 2.061675 0.755110 0.216 -0.216 -0.153
S 1.878280 2.888805 -0.961264 -0.190 -0.222 0.101
H -1.905700 -4.226236 -4.486493 0.019 0.025 0.005
N -1.289750 -0.777759 1.313087 0.253 0.047 -0.023
H 0.670231 -3.405698 4.756308 0.002 0.014 0.016
O 3.601564 -1.918646 -0.960842 0.165 0.830 -0.347
H -3.411429 -3.122812 0.626741 -0.021 0.017 0.033
O 4.568245 0.897301 3.781891 0.220 -0.064 0.169
C 1.237798 -2.711923 4.137956 0.005 0.024 -0.012
C -2.560773 -2.001707 -3.047090 -0.018 0.060 0.006
C -3.862986 2.446019 -0.703623 0.096 0.037 -0.003
C -1.066744 -3.546583 -4.320385 -0.049 -0.039 -0.034
C 1.833421 -0.014500 -2.075634 0.422 0.014 0.514
H -5.251610 0.946823 -1.348707 0.015 -0.014 -0.006
H -4.991277 -0.215810 2.340168 0.028 -0.015 0.005
C -3.341517 -1.627420 2.204695 0.098 0.000 0.071
C 0.168804 5.351353 0.101248 -0.051 -0.083 -0.015
O 3.101226 2.174739 1.536387 0.784 1.605 0.695
O 3.061953 0.355676 -1.478477 -0.515 0.133 -0.778
C 1.002196 -1.651340 -3.596720 -0.227 -0.225 -0.148
H -1.469827 -3.339602 -0.898635 -0.006 -0.012 -0.047
H 6.994511 -0.096294 1.676449 -0.009 -0.004 -0.050
H 0.619797 5.439056 1.091506 0.003 -0.034 -0.007
H -2.231372 -4.490806 -2.018556 0.027 0.009 0.002
C -0.103789 -1.860416 -2.695667 0.040 -0.072 -0.134
C 5.928758 -0.002310 1.942126 -0.014 -0.260 -0.199
S 1.408586 2.033098 -2.748147 -0.022 0.035 -0.074
H 5.842898 -1.096710 -0.236373 0.103 0.020 0.092
H -3.353955 -1.465484 0.036069 0.015 -0.092 0.072
C 5.872404 0.707106 3.274300 -0.193 0.137 0.117
C -1.006305 -2.169604 3.198244 -0.522 -0.098 0.117
C -1.854214 3.850981 -0.020064 -0.288 0.210 0.015
H 1.719152 -1.973762 4.783666 -0.004 0.008 -0.033
C -1.817337 -1.524121 2.242166 -0.060 -0.074 0.009
H 5.538775 -1.016912 2.065685 0.047 -0.041 0.016
B 0.666874 0.349229 0.143580 -0.389 -0.217 -0.442
H 2.038345 -3.251718 3.631342 -0.035 -0.006 -0.021
C -4.199561 1.001577 -1.059880 -0.009 -0.045 0.020


No. 2
13
Properties=species:S:1:pos:R:3:forces:R:3 method="wB97M-V/def2-TZVPD" total_charge=0 homo_energy_ev="-6.003 / -7.574" spin_multiplicity=2 e_tot_ha=-568.56743 s2=0.75
H -1.312869 -1.581580 -2.683401 0.124 0.099 0.209
C -1.069969 -0.896507 -1.859831 0.318 -0.172 -0.394
O 0.481442 0.269895 -0.569572 0.009 0.193 0.470
H 1.088155 -1.183696 -1.992099 -0.271 0.246 -0.078
C 1.528567 -0.025265 0.347885 0.171 0.512 1.902
C 0.226739 -0.662225 -1.578821 -0.236 -0.617 -0.015
O -1.119762 1.344387 2.764301 -0.302 0.285 0.232
H 1.261321 0.203625 1.463459 -0.241 -0.355 -2.005
O -2.062719 -0.298041 -1.225514 -0.070 -1.842 -2.037
Mg -1.348041 2.166047 4.413304 0.184 -0.463 -0.767
H 2.344660 0.682306 0.145657 0.184 -0.654 -0.147
H 1.795048 -1.091702 0.311663 0.191 0.456 -0.198
Ba -1.812571 1.072757 0.462972 -0.061 2.312 2.828


No. 3
9
Properties=species:S:1:pos:R:3:forces:R:3 method="wB97M-V/def2-TZVPD" smiles=O.O.O total_charge=0 homo_energy_ev=-10.743 e_tot_ha=-229.28635
H 39.192000 10.670000 20.715000 0.938 0.547 -1.181
H 40.441000 12.239000 24.116000 -2.129 0.796 -1.738
O 38.392000 10.553000 21.196000 -0.267 -0.351 0.696
O 40.902000 11.854000 24.819000 3.812 0.449 1.035
H 39.540000 11.907000 22.307000 -0.481 -0.499 -0.425
H 38.586000 9.687000 21.565000 -0.531 -0.320 0.396
H 40.265000 13.173000 21.987000 3.575 3.101 -4.998
O 39.807000 12.771000 22.602000 -3.513 -2.326 4.957
H 41.765000 12.331000 24.562000 -1.403 -1.396 1.257


No. 4
15
Properties=species:S:1:pos:R:3:forces:R:3 method="wB97M-V/def2-TZVPD" smiles=[NH3+]CCCO total_charge=+1 homo_energy_ev=-14.542 e_tot_ha=-249.99838
H -1.944981 -0.016090 1.440187 0.691 -0.186 0.282
H 0.626863 1.770661 -0.396762 -0.502 -1.824 -0.366
H 1.957476 -0.148125 -1.866957 -0.300 -0.119 3.376
O -0.151515 -1.003009 1.194210 2.707 -1.325 2.022
H -1.296202 -0.684630 -0.938665 0.025 -0.402 0.005
C 0.307508 0.814746 -0.966193 -0.692 3.075 -0.316
H 0.181870 1.312087 -1.984535 0.734 -1.587 0.728
N 1.503008 -0.186612 -0.841725 -1.186 2.142 -5.084
H 0.301511 -0.903204 2.041866 0.097 -0.909 0.135
H 2.034468 0.020600 -0.030677 1.199 0.316 0.472
C -1.048691 0.256956 -0.470183 2.041 0.265 2.018
H -0.576454 1.097839 1.499185 0.496 -0.990 -0.083
C -0.895304 0.109950 1.080431 -4.054 2.006 -2.517
H -1.897731 0.877045 -0.550037 -0.554 1.344 -1.067
H 1.123167 -1.085732 -0.739545 -0.703 -1.806 0.393


No. 5
68
Properties=species:S:1:pos:R:3:forces:R:3 method="wB97M-V/def2-TZVPD" total_charge=-1 homo_energy_ev=-5.701 e_tot_ha=-1683.27216
H -2.472574 2.152350 3.046858 0.277 0.227 -0.088
O 3.039278 2.067301 0.918833 0.644 0.080 0.587
H -3.513873 0.107557 0.702357 -0.026 0.148 -0.140
O 0.437344 3.824238 -0.126325 -0.332 0.393 1.064
H 1.676160 -4.250683 -1.141346 -0.077 0.067 0.220
O -1.522655 -0.048426 -1.442952 0.227 -0.727 -1.056
H -1.770625 1.639538 -1.823385 0.073 -1.569 0.121
H 3.765878 -0.102618 -0.934597 3.081 0.997 0.730
O 1.029711 -3.721448 -0.657901 1.180 -0.995 1.322
O -0.590800 -0.450310 -3.823297 -0.561 1.331 -2.895
H 0.484817 0.722363 -3.889880 -0.351 -0.649 0.339
O -2.407770 -1.534894 3.155369 -0.579 -0.332 -0.304
H -1.159326 3.046743 1.912582 0.496 -0.135 1.144
H -1.171678 3.607783 3.379014 -0.082 0.569 0.089
O 1.013776 1.533236 -3.820928 0.942 0.874 -1.522
O -3.417121 0.890952 0.144906 -0.323 0.252 0.367
H 0.942077 3.413984 -0.822770 0.979 -0.148 -0.822
H 1.360752 -1.381207 -3.377847 -1.784 -0.043 0.883
H -0.862042 -0.482619 -2.894524 -1.268 0.321 1.639
O -0.687493 -2.995013 -2.910034 2.916 -2.176 -1.808
H 1.937523 -1.894961 0.413547 -0.262 -0.572 -0.280
O -1.270932 -3.355603 0.997028 0.753 1.304 -1.474
O 2.228772 -1.648895 -3.609267 1.265 0.316 -1.364
O -2.871406 -2.316566 -1.003183 -0.503 1.550 -2.071
O 0.491744 -1.533762 3.206078 1.764 -1.413 -1.623
O -1.803549 2.590973 -1.919564 -0.482 2.003 -0.960
O 2.265116 2.603732 -1.790241 0.145 1.626 -1.615
H 3.801477 2.422107 1.392341 0.596 -0.325 -0.334
H -2.351323 -1.458393 -1.076783 -0.740 -0.090 -0.045
H -2.942500 0.767347 3.180654 -0.178 -0.681 -0.021
H -1.320765 -2.545592 -2.451002 -3.251 1.837 2.600
H -1.531372 -4.009770 1.590474 -0.790 -1.684 1.672
H 1.806815 2.192196 -2.546352 -0.117 0.105 -0.044
H 0.418370 -0.701609 3.634586 -0.189 1.214 0.618
H -0.456752 1.265916 3.608727 -0.441 -1.050 0.035
O 2.261517 0.827399 3.285287 0.604 0.552 -1.601
H -0.704696 1.110466 5.027790 -0.276 -0.410 0.595
H -2.672825 0.674589 -0.451030 -0.078 -0.404 -0.014
O -3.273261 1.662274 3.193072 -1.111 0.033 0.392
H 0.425500 -0.026074 -1.590365 1.659 0.343 0.161
H -1.032200 -2.954181 -3.798801 0.229 -0.028 -0.494
O 2.373091 -1.902692 1.272881 0.725 0.727 -0.032
H -2.449927 -2.790955 -0.329225 0.917 -1.172 1.816
H 0.564150 -3.284133 -1.335376 -1.144 0.903 -1.769
H -0.237549 -1.456960 -0.828420 0.589 -0.919 0.511
H -0.095664 1.358052 0.394913 0.116 -0.513 0.007
H -2.462334 2.808419 -2.614393 0.673 -0.373 0.914
O -0.776064 0.566711 4.238828 0.793 1.399 -0.179
H -1.171260 0.132668 1.178377 1.603 -0.402 -1.335
H -0.536457 -3.749584 0.502312 0.238 0.157 0.052
H 2.395369 2.638356 1.331647 -1.354 0.467 -0.341
H 1.242812 -1.438434 2.527062 -1.680 -0.540 1.225
C -0.247066 0.267181 0.499283 0.531 0.009 0.443
O 2.922592 -0.394251 -1.112881 -2.970 -0.249 -1.285
H 2.650499 -0.027752 3.504573 -0.125 0.066 -0.124
H 2.281019 -1.163831 -4.452445 0.439 -0.439 0.264
H -1.742780 -2.006445 2.646375 0.136 -0.252 -0.460
C -0.258221 -0.388232 -0.858250 -4.112 1.645 -0.272
H -0.419969 3.439632 -0.296592 -0.818 0.005 -0.261
H 2.278899 1.965351 -1.123812 0.235 -1.612 1.910
H 2.889547 -1.085438 1.181918 -0.005 -0.291 0.131
H -1.829062 -0.948737 3.627841 0.363 0.623 0.724
H 2.686627 0.098343 -1.931443 0.103 -0.799 0.620
H -1.174429 0.288982 -4.172918 0.712 -1.491 0.704
H 1.307181 1.714695 -4.736765 -0.126 0.014 0.852
H 0.657337 -0.225981 0.831800 0.204 0.596 1.608
H 2.491132 1.022613 2.310853 -0.395 -0.648 1.955
O -0.918562 2.852006 2.856732 0.323 0.377 -1.677